[1]
DFT (the ωB97M-V functional and the def2-TZVPD basis) results for C38H30N2O2P2Sn as an isolated structure at a distorted geometry.

Each line ends with the Löwdin charge.
Geometry (Å):
Sn: 0.644 0.935 -0.451  1.179
P: -0.242 3.108 1.085  1.133
P: 1.100 -1.393 -1.768  1.003
O: 1.426 -1.962 0.661  -0.009
O: -1.450 1.065 2.376  -0.022
N: 0.058 -0.245 1.272  -0.040
N: -1.197 0.526 -1.786  -0.060
C: -0.869 -4.969 -1.975  -0.058
C: -1.006 4.794 -0.922  -0.098
C: 3.314 -1.840 -3.390  -0.073
C: 5.081 -0.665 -1.586  -0.055
C: -0.337 7.143 0.406  -0.038
C: 1.654 -4.029 -1.313  -0.082
C: 5.537 -1.144 -2.804  -0.046
C: 3.377 4.080 2.696  -0.043
C: -0.422 4.733 0.358  -0.427
C: -3.107 1.533 -0.670  0.181
C: -0.635 -3.651 4.304  -0.031
C: 2.855 -1.336 -2.176  -0.396
C: 2.259 4.088 1.887  -0.089
C: -2.535 0.954 -1.733  -0.338
C: -0.111 5.929 1.024  -0.077
C: 3.435 3.248 3.806  -0.025
C: 4.657 -1.734 -3.701  -0.048
C: 0.137 -5.855 -1.616  -0.047
C: 0.172 -3.344 3.210  0.029
C: -3.170 0.558 -2.980  0.044
C: 1.166 3.256 2.189  -0.439
C: -1.036 -0.132 -2.918  -0.350
C: -1.207 6.010 -1.539  -0.047
C: 1.397 -5.385 -1.280  -0.045
C: 0.242 -0.751 -3.317  -0.226
C: 1.242 2.419 3.312  -0.082
C: -1.703 -1.481 4.224  0.026
C: -1.557 -2.742 4.799  -0.032
C: -0.002 -2.110 2.620  -0.079
C: 0.602 -1.499 1.429  -0.426
C: 2.367 2.415 4.109  -0.041
C: -0.854 0.011 2.269  -0.458
C: 3.738 -0.760 -1.270  -0.116
C: -2.253 -0.146 -3.681  0.021
C: -0.871 7.188 -0.877  -0.018
C: -0.621 -3.608 -2.022  -0.071
C: -0.920 -1.185 3.129  -0.083
C: 0.657 -3.144 -1.715  -0.341
H: 6.582 -1.070 -3.056  0.117
H: 2.621 -2.302 -4.078  0.116
H: -1.033 8.142 -1.356  0.124
H: 0.394 1.813 3.586  0.094
H: 0.277 5.901 2.034  0.115
H: -2.175 -3.015 5.641  0.119
H: -4.179 0.788 -3.258  0.131
H: 0.896 -4.045 2.828  0.127
H: 0.088 -1.514 -4.081  0.109
H: -0.072 -6.912 -1.584  0.116
H: 2.623 -3.647 -1.033  0.111
H: -1.409 -2.920 -2.301  0.104
H: 2.414 1.757 4.964  0.120
H: 2.179 -6.071 -0.996  0.117
H: 2.232 4.732 1.020  0.110
H: -2.406 -0.764 4.613  0.127
H: -2.369 -0.616 -4.639  0.128
H: 5.026 -2.115 -4.640  0.117
H: 0.903 0.021 -3.721  0.114
H: -0.555 -4.620 4.771  0.118
H: 3.375 -0.414 -0.302  0.079
H: -1.636 6.048 -2.528  0.118
H: -4.149 1.810 -0.691  0.098
H: 4.210 4.723 2.463  0.119
H: -1.847 -5.349 -2.223  0.114
H: -2.562 1.715 0.247  0.032
H: 4.313 3.239 4.432  0.122
H: -0.103 8.062 0.922  0.122
H: 5.769 -0.225 -0.882  0.114
H: -1.276 3.872 -1.425  0.087

Calculated values
* relative energy (zero: lowest compared OMol25 entry of this formula, charge and spin): 0.554 eV
* charge: +2
* multiplicity: 1
* F_max: 1.34 eV/A
* energy: -2622.54864 Ha
* frontier orbital gap: 5.43 eV

[2]
DFT (the ωB97M-V functional and the def2-TZVPD basis) results for one molecule with the formula C23H23ClFNO5.

Each line ends with the Löwdin charge.
Geometry (Å):
Cl: -5.788 1.908 -1.355  0.711
F: -4.000 1.472 0.921  0.062
O: -1.050 -3.044 1.199  -0.087
O: 3.677 -2.502 1.429  -0.040
O: 2.676 4.463 0.527  0.128
O: 4.536 3.401 -0.073  0.085
O: 0.543 3.057 0.915  0.041
N: 2.700 -0.270 -0.141  0.025
C: -1.235 -0.703 1.293  -0.120
C: -3.811 -1.959 -0.193  -0.025
C: -3.581 -0.824 0.575  -0.138
C: 2.596 2.095 0.248  -0.020
C: 3.500 -1.376 -0.662  -0.223
C: -2.658 -0.855 1.764  -0.064
C: -5.246 -0.726 -1.674  -0.104
C: 4.186 -1.021 -2.007  -0.359
C: -5.031 0.418 -0.922  -0.596
C: 0.653 0.699 0.689  -0.049
C: 1.206 2.049 0.634  -0.299
C: -4.632 -1.910 -1.304  -0.076
C: 3.246 0.956 -0.118  0.032
C: 5.672 -0.667 -1.921  -0.066
C: 4.456 -1.882 0.427  -0.192
C: 3.362 3.376 0.218  -0.504
C: 4.013 -2.186 -2.984  -0.064
C: -0.304 -4.222 1.006  -0.064
C: 1.412 -0.435 0.342  -0.098
C: -4.200 0.359 0.190  -0.248
C: -0.661 0.533 1.143  0.065
C: 0.837 -1.698 0.520  0.063
C: -0.457 -1.841 0.988  -0.199
H: 0.594 -4.236 1.632  0.100
H: 4.235 -2.703 2.187  0.098
H: 1.730 4.213 0.738  0.085
H: -5.890 -0.680 -2.536  0.105
H: -0.962 -5.037 1.301  0.097
H: 5.878 0.125 -1.207  0.073
H: 4.276 1.052 -0.423  0.129
H: -4.803 -2.801 -1.889  0.104
H: 3.654 -0.156 -2.419  0.143
H: -2.766 -1.807 2.283  0.125
H: 1.424 -2.581 0.347  0.085
H: 5.029 -1.044 0.841  0.134
H: -0.021 -4.350 -0.044  0.100
H: 6.008 -0.322 -2.896  0.087
H: 6.267 -1.536 -1.653  0.080
H: 2.960 -2.390 -3.168  0.082
H: 5.152 -2.610 -0.009  0.126
H: 4.479 -3.087 -2.591  0.085
H: -1.211 1.430 1.388  0.133
H: 2.807 -2.193 -0.870  0.132
H: -2.903 -0.038 2.442  0.126
H: -3.335 -2.883 0.095  0.110
H: 4.481 -1.949 -3.936  0.081

Calculated values
* charge: 0
* multiplicity: 1
* SMILES: COc1cc2c(cc1Cc1cccc(Cl)c1F)c(=O)c(C(=O)O)cn2[C@H](CO)C(C)C
* F_max: 0.82 eV/A
* energy: -1881.30762 Ha
* frontier orbital gap: 8.74 eV